A single C8H6O4 molecule. Source: OMol25; level of theory: ωB97M-V/def2-TZVPD.

The geometry in XYZ format:
```
18
C8H6O4, DFT ωB97M-V/def2-TZVPD
C -0.470 -1.328 -1.117
C -0.619 -0.205 -1.832
C -0.219 1.081 -1.360
C 0.422 1.078 -0.117
C 0.738 2.515 0.393
C 0.439 0.076 0.804
C 0.671 0.278 2.346
C 0.119 -1.290 0.290
H -0.980 -2.696 -2.379
H -1.437 -0.177 -2.721
H -0.291 1.927 -2.000
H 0.763 2.739 1.609
H 0.426 -0.568 2.979
H -0.648 -3.153 0.714
O -1.016 -2.495 -1.336
O 0.767 3.465 -0.263
O 1.137 1.211 2.944
O 0.199 -2.458 1.045
```

* energy above the lowest of the compared OMol25 structures with the same formula, charge and spin: 393.6 kJ/mol
* lowest unoccupied orbital energy: -0.17 eV
* frontier orbital gap: 8.61 eV
* 2S+1: 1